No. 1
The following is a quantum chemistry calculation of a 8-piece molecular cluster, C24H51N3O18 overall in a non-equilibrium geometry, from OMol25.

## Properties
Max |F|: 3.273 eV Å⁻¹
LUMO: 0.31 eV
SMILES: COC(=O)OC.COC(=O)OC.COC(=O)OC.COC(=O)OC.COC(=O)OC.CNC(C)=O.CNC(C)=O.CNC(C)=O
Orbital gap: 9.24 eV
Total energy: -2463.7333 Ha

Cartesian coordinates (Å):
C  -0.32478  -2.83478  -5.62252
O  0.14152  -2.76903  -4.28308
C  1.36160  -2.30894  -4.17625
O  2.00435  -1.91135  -5.09395
O  1.82762  -2.52809  -2.95782
C  3.11624  -2.00038  -2.71112
H  0.13178  -2.07745  -6.23703
H  -1.40827  -2.75631  -5.65160
H  -0.13952  -3.87722  -5.89922
H  3.82534  -2.15718  -3.52096
H  3.48845  -2.43918  -1.80370
H  3.04788  -0.93066  -2.50957
C  -3.52445  -1.20269  2.08936
O  -4.68120  -1.98841  2.37479
C  -4.71192  -3.15794  1.79027
O  -3.81332  -3.63843  1.17538
O  -5.91495  -3.70321  2.01114
C  -6.05291  -5.07383  1.63673
H  -3.40565  -0.97056  1.03386
H  -2.61281  -1.75690  2.34467
H  -3.57720  -0.33746  2.73236
H  -6.12381  -5.15579  0.55895
H  -6.93148  -5.43170  2.16161
H  -5.21799  -5.66246  2.02038
C  2.00821  -4.61411  0.45323
O  2.75870  -3.49498  0.08722
C  3.49619  -2.96258  1.05408
O  3.38128  -3.16880  2.21275
O  4.39481  -2.18703  0.49886
C  5.16118  -1.40405  1.42516
H  1.66124  -5.15754  -0.42364
H  1.10563  -4.43528  1.03566
H  2.67531  -5.28821  0.99181
H  5.69216  -2.03693  2.14122
H  4.50887  -0.77932  2.04336
H  5.85265  -0.80000  0.85735
C  -1.81312  6.94077  0.21175
O  -1.90285  6.74751  1.60028
C  -1.26020  5.71639  2.10927
O  -0.66859  4.89189  1.50959
O  -1.48760  5.70991  3.42056
C  -1.02834  4.53747  4.10758
H  -1.20753  7.80858  -0.07222
H  -2.83029  7.08254  -0.13748
H  -1.31419  6.12079  -0.31090
H  0.02960  4.65167  4.34712
H  -1.09854  3.65728  3.46883
H  -1.67526  4.39428  4.96301
C  -3.95322  0.91965  -3.87305
O  -2.64041  1.44717  -3.80611
C  -1.76488  0.82002  -4.57376
O  -2.02442  -0.12626  -5.21326
O  -0.62311  1.48173  -4.52876
C  0.42503  1.00989  -5.35448
H  -4.08414  -0.02071  -3.32988
H  -4.26679  0.65688  -4.88874
H  -4.63931  1.65677  -3.46841
H  1.34300  1.47806  -5.03509
H  0.18712  1.25183  -6.39197
H  0.54875  -0.06599  -5.29070
C  -0.42975  1.93580  0.42909
N  -0.39226  0.50846  0.69494
C  0.29900  -0.41199  0.02198
C  0.04758  -1.80872  0.49157
O  0.99140  -0.13750  -0.95867
H  0.41798  2.27311  -0.16273
H  -0.48978  2.46695  1.37151
H  -1.30361  2.20788  -0.17363
H  -0.95556  0.16217  1.45775
H  0.64274  -1.99981  1.38324
H  0.31815  -2.52221  -0.28790
H  -1.02172  -2.01560  0.56830
C  -0.80006  -2.02828  4.72681
N  -0.04691  -0.80237  4.97495
C  -0.40255  0.36362  4.43298
C  0.39855  1.57802  4.79185
O  -1.30557  0.43274  3.62356
H  -0.62844  -2.43526  3.72341
H  -1.87644  -1.82566  4.72974
H  -0.57068  -2.76116  5.48988
H  0.69933  -0.88110  5.63596
H  1.32745  1.32261  5.30094
H  -0.17989  2.11771  5.55054
H  0.50507  2.18672  3.90860
C  3.15407  1.95268  -3.10511
N  3.04444  1.75259  -1.70340
C  3.54847  2.68264  -0.84046
C  3.42251  2.33246  0.64884
O  4.08133  3.70554  -1.21852
H  4.17885  1.93626  -3.47585
H  2.74508  2.92376  -3.41393
H  2.57399  1.18879  -3.62239
H  2.35980  1.10345  -1.32220
H  4.42735  2.38078  1.06810
H  3.04092  1.32433  0.82664
H  2.72774  3.02123  1.13066

Forces on atoms 1 to 6 (eV/Å):
-0.9 -1.3 -0.1
-1.2 0.3 0.8
0.5 -1.3 0.6
1.2 1.2 -1.2
-0.4 -0.1 0.3
0.7 0.9 0.3

Results of the Mulliken charge analysis, in e, for atoms 1 through 2:
1. C -0.686
2. O -0.330



No. 2
The following is a quantum chemistry calculation of C6H5NO as an isolated structure in a non-equilibrium geometry, from OMol25.

## Properties
Max |F|: 10.142 eV Å⁻¹
LUMO: 0.42 eV
ΔE to the lowest compared entry with this formula, charge and spin: 135.60 kcal/mol
Orbital gap: 8.82 eV
Total energy: -361.3681 Ha

Cartesian coordinates (Å):
C  -0.58459  0.97095  0.06218
C  -1.72447  0.35127  0.17706
C  -0.31717  -1.24898  -0.24061
C  0.33278  -0.07970  -0.04414
C  1.70413  0.06207  0.18701
C  2.96342  -0.29487  -0.00331
H  0.79080  2.52700  -0.72702
H  -2.86567  0.39682  0.73016
H  -2.59354  -1.52343  -0.35803
H  0.18891  -2.18094  -0.36422
H  4.07563  -0.37225  0.58623
N  -1.70385  -0.96744  0.07841
O  -0.26637  2.35950  -0.08373

Forces on atoms 1 to 6 (eV/Å):
2.6 3.8 -0.8
-9.5 1.4 3.1
-1.9 -0.7 1.2
1.0 0.2 -0.6
7.9 -2.7 -2.2
-2.8 2.2 3.7

Results of the natural (NBO) charge analysis, in e, for atoms 1 through 2:
1. C 0.217
2. C -0.072



No. 3
The following is a quantum chemistry calculation of C5H9O2Yb as an isolated structure in a non-equilibrium geometry, from OMol25.

## Properties
Max |F|: 3.995 eV Å⁻¹
LUMO: -4.11 eV
ΔE to the lowest compared entry with this formula, charge and spin: 64.96 kcal/mol
Net charge: +1
Orbital gap: 7.48 eV
Total energy: -1504.6419 Ha

Cartesian coordinates (Å):
C  -2.53415  1.07181  0.08379
O  -1.31647  0.41159  -0.27744
C  -1.32052  -0.97599  -0.12441
C  -0.12042  -1.62551  -0.32288
O  0.87211  -0.82640  -0.73091
C  2.16357  -0.62950  0.03155
C  2.36896  0.86099  0.12033
Yb  0.55868  1.37715  -0.91144
H  -2.30422  2.13817  0.16637
H  -3.28859  0.91070  -0.69542
H  -2.88354  0.68854  1.05011
H  -2.26228  -1.46749  -0.38000
H  2.90637  -1.16359  -0.57197
H  2.01536  -1.14252  0.98977
H  3.27613  1.18667  -0.40480
H  2.41143  1.20681  1.16231
H  -0.54243  -2.02144  0.81505

Forces on atoms 1 to 6 (eV/Å):
-0.6 0.1 0.1
-1.0 -0.3 0.1
0.1 0.5 -2.1
-2.9 -0.9 2.6
0.4 0.0 0.3
0.9 0.0 0.4

Results of the natural (NBO) charge analysis, in e, for atoms 1 through 2:
1. C -0.262
2. O -0.636



No. 4
The following is a quantum chemistry calculation of C4H2LiO2V as an isolated structure, from OMol25.

## Properties
Max |F|: 0.831 eV Å⁻¹
LUMO (spin up / spin down): -0.16 / -0.20 eV
ΔE to the lowest compared entry with this formula, charge and spin: 0.00 kcal/mol
Spin multiplicity: 5
Orbital gap (spin up / spin down): 6.31 / 7.80 eV
Total energy: -1255.4624 Ha

Cartesian coordinates (Å):
H  1.30750  -3.09960  -0.48254
O  1.98489  -1.34799  0.28751
C  1.09566  -2.05657  -0.18905
C  -0.21273  -1.51545  -0.38288
C  -1.20900  -0.77713  -0.41185
Li  0.98590  0.41799  0.56396
O  -1.41467  2.24854  0.29159
C  -0.15860  2.19986  0.17504
V  -2.62444  0.68496  0.12414
H  0.24550  3.24539  0.02409

Forces on atoms 1 to 6 (eV/Å):
0.0 0.2 0.1
0.1 0.1 0.1
-0.6 0.2 -0.3
-0.1 0.2 0.0
0.4 -0.6 0.4
-0.2 -0.2 -0.4

Results of the natural (NBO) charge analysis, in e, for atoms 1 through 2:
1. H 0.157
2. O -0.639